DFT (ωB97M-V/def2-TZVPD) results for 3 unconnected molecules or ions with the total composition C2H10NO4 at a distorted geometry.

Output
HOMO energy in eV: -15.10
Frontier orbital gap in eV: 11.562
Strongest force on any atom in eV/A: 9.20
Total energy in eV: -11908.820
LUMO in Ha: -0.130
Total charge: +1

Last column: Löwdin charge in e.
CARTESIAN COORDINATES (ANGSTROEM)
1 O 0.48 1.61 1.99  0.159
2 C -0.41 0.87 1.71  -0.580
3 O -0.86 -0.16 2.42  0.112
4 C -1.22 1.05 0.47  -0.020
5 N -0.21 1.06 -0.70  0.189
6 H -0.26 -0.57 3.13  0.191
7 H -1.97 0.24 0.38  0.146
8 H -1.77 2.06 0.54  0.179
9 H -0.72 0.93 -1.63  0.190
10 H 0.31 1.96 -0.86  0.191
11 H 0.53 0.33 -0.65  0.112
12 H 1.59 -0.73 -2.48  -0.081
13 H 1.13 -1.93 -2.80  0.174
14 O 0.77 -0.94 -2.58  -0.034
15 H 0.21 -1.92 -0.01  0.009
16 H 1.31 -2.23 0.92  0.098
17 O 1.08 -1.65 0.15  -0.036